A:
The following is a DFT calculation (ωB97M-V/def2-TZVPD) of 2 unconnected molecules or ions with the total composition C5H16N3.

CARTESIAN COORDINATES (ANGSTROEM)
H: 2.86 0.18 0.51
H: 0.58 3.31 -1.17
H: -1.88 -1.74 -2.06
H: 1.50 1.94 0.84
H: -2.05 0.42 0.86
H: -3.03 -0.78 -1.09
C: 0.66 2.23 -1.12
H: -1.30 -0.34 -1.34
H: 3.22 0.52 -1.19
N: -1.53 -1.91 -0.02
H: -1.87 -2.85 0.06
C: -2.00 -1.14 -1.17
H: -0.29 1.81 -0.77
H: -0.90 0.31 2.18
H: 2.56 2.63 -0.34
H: 0.76 1.74 -2.09
H: 0.19 -2.81 1.79
N: -0.53 -2.16 2.04
C: -1.09 -1.37 1.11
H: -0.42 -1.79 2.97
C: 2.42 0.45 -0.46
C: 1.83 1.84 -0.19
N: -1.44 -0.13 1.44
H: 1.75 -0.36 -0.79

Charge ... +1

natural (NBO) population analysis, charges in e, atoms 1 to 2: 0.2103 0.2263

B:
The following is a DFT calculation (ωB97M-V/def2-TZVPD) of 2 unconnected molecules or ions with the total composition C5H16N3.

CARTESIAN COORDINATES (ANGSTROEM)
H: -0.28 -3.28 -1.00
H: 0.92 -1.46 -1.02
C: -0.42 -3.36 0.07
N: 0.36 2.94 1.92
H: -1.45 -0.19 -0.16
C: 0.57 -1.07 -0.06
H: 0.02 0.45 -3.96
H: -1.47 -3.53 0.31
H: 1.33 0.53 -3.03
H: 0.95 1.69 -0.18
H: 0.13 0.90 2.21
N: 0.09 -2.15 0.74
C: -0.07 1.40 0.05
C: -0.37 0.03 -0.22
H: -0.77 2.03 -0.50
H: -0.55 -1.84 1.46
N: 0.43 0.96 -3.18
H: -0.15 0.73 -2.38
H: 0.12 -4.23 0.44
H: 1.50 -0.65 0.36
H: -0.22 3.76 1.99
C: -0.28 1.72 1.61
H: -1.35 1.73 1.81
H: 0.97 2.90 2.72

Charge ... +1

natural (NBO) population analysis, charges in e, atoms 1 to 2: 0.2004 0.3009

It is A that is most stable; the runner-up trails by 0.1324 hartree.

A:
The following is a DFT calculation (ωB97M-V/def2-TZVPD) of C4H6ClF in the gas phase.

CARTESIAN COORDINATES (ANGSTROEM)
C: 0.26 -0.08 0.51
H: 1.95 -0.56 -0.76
C: -0.93 -0.85 0.07
H: 0.76 -0.41 1.41
Cl: -1.12 -1.42 -1.49
C: -1.09 0.52 0.48
H: -1.47 0.85 1.48
H: -1.35 -1.58 0.74
F: -1.26 1.56 -0.43
C: 1.34 0.29 -0.51
H: 0.89 0.67 -1.42
H: 2.02 1.01 -0.07

Structure (SMILES) ... C[C@H]1[C@@H](F)[C@H]1Cl

natural (NBO) population analysis, charges in e, atoms 1 to 2: -0.2649 0.2154

B:
The following is a DFT calculation (ωB97M-V/def2-TZVPD) of C4H6ClF in the gas phase.

CARTESIAN COORDINATES (ANGSTROEM)
C: 0.14 0.15 0.10
H: -0.72 -1.45 -1.14
H: -2.42 0.95 0.19
Cl: 1.84 -0.14 -0.31
C: -2.36 0.07 -0.45
F: -0.04 1.45 0.34
C: -0.36 -0.83 1.04
H: -1.03 -0.42 1.80
C: -0.99 -0.66 -0.36
H: 0.25 -1.71 1.26
H: -3.07 -0.68 -0.20
H: -2.55 0.29 -1.59

Structure (SMILES) ... C[C@@H]1C[C@@]1(F)Cl

natural (NBO) population analysis, charges in e, atoms 1 to 2: 0.3297 0.2394

C:
The following is a DFT calculation (ωB97M-V/def2-TZVPD) of C4H6ClF in the gas phase.

CARTESIAN COORDINATES (ANGSTROEM)
H: -0.85 -2.00 -0.33
C: 0.18 -0.04 -0.08
H: -0.59 1.59 1.03
H: -1.74 -0.54 -0.74
Cl: 2.84 0.19 -0.04
H: -1.51 -0.92 0.93
C: -1.02 -0.96 -0.07
H: -0.83 1.78 -0.72
C: 1.33 -0.63 -0.04
C: -0.11 1.46 0.04
F: 1.50 -1.97 0.06
H: 0.79 2.05 -0.04

Structure (SMILES) ... CC(C)=C(F)Cl

natural (NBO) population analysis, charges in e, atoms 1 to 2: 0.2341 -0.0914

It is C that is most stable; the runner-up trails by 0.0249 hartree.

A:
The following is a DFT calculation (ωB97M-V/def2-TZVPD) of 2 unconnected molecules or ions with the total composition C7H13N4O.

CARTESIAN COORDINATES (ANGSTROEM)
H: 1.91 2.71 -0.57
H: -1.69 2.48 -0.49
C: -1.79 1.42 -0.73
H: 0.01 -1.62 1.97
H: 0.94 2.09 0.80
C: -0.74 -1.65 1.18
N: -0.39 -2.50 0.03
N: 2.33 -1.34 -0.30
C: 1.93 2.10 0.34
C: -0.91 -1.50 -0.91
H: 2.07 -2.31 -0.39
H: 2.64 2.55 1.04
C: 3.57 0.35 -0.37
H: -1.23 1.18 -1.64
N: 2.33 0.75 0.03
C: -0.86 -0.50 0.22
H: 4.41 0.99 -0.49
H: -0.30 -1.34 -1.79
H: -1.95 -1.66 -1.23
N: 3.58 -0.93 -0.57
H: -2.85 1.18 -0.88
C: 1.55 -0.34 0.08
H: -0.81 -3.42 0.00
O: -1.31 0.69 0.39
H: -1.71 -1.87 1.64

Charge ... +1

natural (NBO) population analysis, charges in e, atoms 1 to 2: 0.2207 0.2281

B:
The following is a DFT calculation (ωB97M-V/def2-TZVPD) of a gas-phase ion, C7H13N4O (charge +1).

CARTESIAN COORDINATES (ANGSTROEM)
H: -0.74 1.53 -1.31
H: 2.97 1.35 0.27
H: -0.85 -3.63 -0.84
N: -1.43 -1.66 -1.04
C: 3.32 -0.57 -0.17
H: -2.39 0.70 -1.52
O: -2.21 2.74 0.64
C: -1.95 1.33 0.55
C: 1.23 0.42 0.59
N: 0.52 -2.02 -0.02
C: -3.46 1.89 0.60
H: -3.69 1.36 1.53
H: 1.31 -2.53 0.36
C: -1.47 0.79 -0.93
H: -1.56 0.78 1.45
H: 3.06 -1.25 0.67
C: -0.58 -2.58 -0.63
N: 2.44 0.64 -0.24
H: 1.52 0.17 1.64
H: 0.68 1.39 0.65
H: -3.84 1.67 -0.41
H: 4.38 -0.26 -0.02
C: 0.32 -0.67 -0.01
N: -0.84 -0.51 -0.65
H: 3.24 -1.08 -1.16

Charge ... +1
Structure (SMILES) ... CNCc1[nH]cn[n+]1C[C@@H]1CO1

natural (NBO) population analysis, charges in e, atoms 1 to 2: 0.2547 0.3764

C:
The following is a DFT calculation (ωB97M-V/def2-TZVPD) of a gas-phase ion, C7H13N4O (charge +1).

CARTESIAN COORDINATES (ANGSTROEM)
H: -0.58 2.33 -1.92
H: 2.16 2.70 -0.02
H: -0.68 -2.12 0.76
H: -1.46 -0.23 -1.21
H: 3.16 0.46 1.10
H: -0.16 -2.56 -1.21
H: -0.49 0.15 2.44
H: 1.54 1.26 1.55
H: 0.95 -1.44 -2.07
N: -0.31 -1.24 0.80
H: -2.85 0.75 1.75
H: 2.27 -0.17 -0.87
C: 0.73 1.51 -0.84
C: -1.01 -0.34 1.66
H: -2.86 -1.46 -1.59
C: 0.46 -0.87 -0.22
O: 1.30 2.74 -0.51
H: 1.66 -0.47 1.79
C: 2.03 0.40 1.22
N: -0.27 1.46 -1.59
C: 1.45 0.26 -0.25
N: -2.85 -0.64 0.19
C: -2.21 0.03 1.27
C: -2.40 -0.78 -0.99
N: 0.42 -1.72 -1.23

Charge ... +1
Structure (SMILES) ... [H]/N=C(\O)[C@@H](C)/C(N)=[NH+]\C=C/N=C

natural (NBO) population analysis, charges in e, atoms 1 to 2: 0.3895 0.5007

It is C that is most stable; the runner-up trails by 0.0282 hartree.

A:
The following is a DFT calculation (ωB97M-V/def2-TZVPD) of 6 unconnected molecules or ions with the total composition H13NO5.

CARTESIAN COORDINATES (ANGSTROEM)
O: -2.39 0.65 -1.18
H: -0.27 -1.43 -1.17
O: 0.22 -1.71 0.85
H: 0.53 -0.76 -2.44
H: -1.14 0.61 1.13
N: -0.37 -1.11 -2.13
H: -1.83 0.94 2.43
O: 1.87 1.04 -1.20
H: 2.08 0.38 -0.53
H: 2.50 1.19 2.41
O: 1.87 0.45 2.35
H: 1.07 0.88 2.01
H: -2.79 1.21 -1.82
H: 0.94 1.27 -1.09
H: -0.29 -1.55 1.67
H: -1.59 0.35 -1.65
H: -0.49 -1.94 -2.70
H: 1.13 -1.70 1.16
O: -1.05 1.23 1.90

Structure (SMILES) ... N.O.O.O.O.O

natural (NBO) population analysis, charges in e, atoms 1 to 2: -0.9799 0.3930

B:
The following is a DFT calculation (ωB97M-V/def2-TZVPD) of 6 unconnected molecules or ions with the total composition H13NO5.

CARTESIAN COORDINATES (ANGSTROEM)
H: -0.89 -0.72 -3.00
H: -0.77 -0.46 -1.29
O: 2.10 -0.18 1.10
H: -0.55 -1.60 1.35
N: -0.25 -0.60 -2.18
H: 0.35 -0.15 2.15
O: -0.61 -0.15 2.13
H: 1.15 2.11 -1.31
H: -0.24 -3.08 1.15
H: 0.57 0.76 -1.33
O: 0.87 1.45 -0.70
H: 2.04 0.48 0.40
H: 0.23 -1.53 -2.02
H: -1.10 1.64 -0.39
H: -0.87 0.76 2.31
H: 2.61 -0.87 0.67
H: -1.97 2.55 0.55
O: -0.64 -2.33 0.64
O: -2.03 1.93 -0.24

Structure (SMILES) ... N.O.O.O.O.O

natural (NBO) population analysis, charges in e, atoms 1 to 2: 0.3866 0.3912

C:
The following is a DFT calculation (ωB97M-V/def2-TZVPD) of 6 unconnected molecules or ions with the total composition H13NO5.

CARTESIAN COORDINATES (ANGSTROEM)
H: 0.89 -3.79 -0.67
H: -0.61 2.91 -0.44
O: 2.17 3.26 1.55
H: 1.97 3.20 2.50
H: -2.02 -0.96 0.56
H: 0.64 -2.61 0.32
O: 0.90 -0.45 1.38
O: 0.41 -2.97 -0.54
O: -0.15 2.15 -0.10
H: 1.83 2.42 1.22
H: 0.25 0.05 0.88
N: -0.42 0.11 -1.94
H: 0.81 -0.22 2.30
H: -0.45 0.41 -2.91
H: 0.49 -0.35 -1.93
H: -0.56 1.37 -0.52
H: -2.57 -2.38 0.31
O: -2.44 -1.53 -0.10
H: -1.13 -0.62 -1.88

Structure (SMILES) ... N.O.O.O.O.O

natural (NBO) population analysis, charges in e, atoms 1 to 2: 0.4698 0.4749

It is A that is most stable; the runner-up trails by 0.0037 hartree.